DFT (ωB97M-V/def2-TZVPD) results for a cluster of 2 separate species, C3H3ClNO in total in a non-equilibrium geometry.

```
9
Properties=species:S:1:pos:R:3
C -1.903 -1.237 -0.296
C -1.191 -1.073 0.651
C 2.022 0.308 -0.050
N 1.124 1.044 -0.135
O 0.175 1.833 0.166
Cl 3.209 -0.712 -0.098
H -2.512 -1.407 -1.135
H -0.619 -0.930 1.520
H -0.304 2.175 -0.623
```

The total energy comes out at -19205.782 eV. Its net charge is +1. The value obtained for the relative energy (zero: lowest compared OMol25 entry of this formula, charge and spin) is 3.611 eV. Its strongest force on any atom is 4.10 eV/A. The value obtained for the HOMO energy is -14.29 eV. The frontier orbital gap comes out at 9.32 eV. Its spin multiplicity is 1.